# C28H80N6O12

A 12-piece molecular cluster, C28H80N6O12 overall in a non-equilibrium geometry (wB97M-V/def2-TZVPD, the Open Molecules 2025 dataset).

Last columns: bonded neighbours and bond lengths (Å).
Cartesian coordinates (Å):
1 N -7.64090 -7.97115 11.32808  C2 1.254, H5 1.010, H6 1.010
2 C -6.74942 -7.82786 12.19760  N1 1.254, N3 1.302, O4 1.215
3 N -5.54122 -7.97028 11.73428  C2 1.302, H7 1.010, H8 1.010
4 O -6.97193 -7.70085 13.38573  C2 1.215
5 H -8.57851 -7.87832 11.69188  N1 1.010
6 H -7.44836 -8.07107 10.34164  N1 1.010
7 H -4.79189 -8.00370 12.41066  N3 1.010
8 H -5.36137 -8.02933 10.74217  N3 1.010
9 N 2.58496 -4.76935 7.60511  C10 1.337, H13 1.010, H14 1.010
10 C 1.52615 -5.36408 7.04465  N9 1.337, N11 1.327, O12 1.223
11 N 0.74581 -5.90163 7.97340  C10 1.327, H15 1.010, H16 1.010
12 O 1.26596 -5.37737 5.84966  C10 1.223
13 H 2.88476 -4.85672 8.56562  N9 1.010
14 H 3.11021 -4.20233 6.95495  N9 1.010
15 H 0.90946 -5.76472 8.96060  N11 1.010
16 H -0.01647 -6.44570 7.59523  N11 1.010
17 N -4.72046 -5.74516 4.46900  C18 1.257, H21 1.010, H22 1.010
18 C -5.48801 -6.56551 5.03254  N17 1.257, N19 1.283, O20 1.241
19 N -6.70733 -6.33833 4.70451  C18 1.283, H23 1.010, H24 1.010
20 O -5.08069 -7.30661 5.94023  C18 1.241
21 H -5.02114 -5.13641 3.72126  N17 1.010
22 H -3.71896 -5.80550 4.58498  N17 1.010
23 H -6.89997 -5.68654 3.95741  N19 1.010
24 H -7.47301 -6.93457 4.98438  N19 1.010
25 C 6.77951 -9.51918 7.47433  C26 1.508, H29 1.090, H30 1.090, H31 1.090
26 C 7.43344 -9.61859 6.11931  C25 1.508, C27 1.595, O28 1.403, H32 1.090
27 C 6.54232 -10.17900 4.92054  C26 1.595, H33 1.090, H34 1.090, H35 1.090
28 O 8.01112 -8.37525 5.81973  C26 1.403, H36 0.960
29 H 7.45709 -9.30522 8.30089  C25 1.090
30 H 6.08789 -10.30163 7.78661  C25 1.090
31 H 6.01201 -8.74530 7.48614  C25 1.090
32 H 8.20360 -10.38329 6.22023  C26 1.090
33 H 6.25359 -11.22391 5.03407  C27 1.090
34 H 7.04708 -10.04890 3.96325  C27 1.090
35 H 5.59732 -9.64207 4.83819  C27 1.090
36 H 7.43752 -7.82801 5.27836  O28 0.960
37 C 3.57507 -5.39900 13.69897  C38 1.522, H41 1.090, H42 1.090, H43 1.090
38 C 2.47037 -4.36680 13.87488  C37 1.522, C39 1.552, O40 1.441, H44 1.090
39 C 2.82182 -2.96912 13.29918  C38 1.552, H45 1.090, H46 1.090, H47 1.090
40 O 1.31876 -4.80442 13.12685  C38 1.441, H48 0.960
41 H 3.20596 -6.40669 13.88980  C37 1.090
42 H 4.37710 -5.31995 14.43285  C37 1.090
43 H 4.03961 -5.40137 12.71292  C37 1.090
44 H 2.21506 -4.27726 14.93077  C38 1.090
45 H 1.97011 -2.30703 13.14318  C39 1.090
46 H 3.40795 -3.03611 12.38263  C39 1.090
47 H 3.54169 -2.46299 13.94238  C39 1.090
48 H 0.66562 -4.14145 13.36238  O40 0.960
49 C 9.77394 -2.69599 9.05571  C50 1.566, H53 1.090, H54 1.090, H55 1.090
50 C 11.26609 -3.14347 9.21772  C49 1.566, C51 1.483, O52 1.422, H56 1.090
51 C 11.92398 -2.54847 10.40582  C50 1.483, H57 1.090, H58 1.090, H59 1.090
52 O 11.15533 -4.55683 9.32878  C50 1.422, H60 0.960
53 H 9.73511 -1.60792 9.00381  C49 1.090
54 H 9.09299 -3.05970 9.82522  C49 1.090
55 H 9.28816 -3.09001 8.16304  C49 1.090
56 H 11.90130 -2.92157 8.36017  C50 1.090
57 H 11.63810 -1.50002 10.49028  C51 1.090
58 H 13.00781 -2.56887 10.29181  C51 1.090
59 H 11.59338 -3.00624 11.33815  C51 1.090
60 H 10.70079 -4.91501 8.56281  O52 0.960
61 C -0.22118 -12.03432 3.85138  C62 1.469, H65 1.090, H66 1.090, H67 1.090
62 C -1.56068 -12.62185 3.71056  C61 1.469, C63 1.489, O64 1.454, H68 1.090
63 C -2.32958 -12.16817 2.51930  C62 1.489, H69 1.090, H70 1.090, H71 1.090
64 O -1.36158 -14.05431 3.85866  C62 1.454, H72 0.960
65 H 0.47492 -12.24271 3.03890  C61 1.090
66 H 0.21044 -12.35646 4.79902  C61 1.090
67 H -0.48189 -10.97603 3.83884  C61 1.090
68 H -2.03141 -12.30697 4.64188  C62 1.090
69 H -1.76478 -12.58288 1.68436  C63 1.090
70 H -2.31356 -11.07985 2.46093  C63 1.090
71 H -3.35017 -12.54827 2.47438  C63 1.090
72 H -2.23743 -14.44737 3.85982  O64 0.960
73 C -1.83014 -0.80144 0.86213  C74 1.518, H77 1.090, H78 1.090, H79 1.090
74 C -3.23368 -0.34337 1.21525  C73 1.518, C75 1.498, O76 1.409, H80 1.090
75 C -3.72407 0.84396 0.44429  C74 1.498, H81 1.090, H82 1.090, H83 1.090
76 O -4.08437 -1.39962 0.83211  C74 1.409, H84 0.960
77 H -1.56404 -1.75100 1.32651  C73 1.090
78 H -1.16945 0.00592 1.17794  C73 1.090
79 H -1.72558 -0.99109 -0.20614  C73 1.090
80 H -3.34147 -0.13439 2.27959  C74 1.090
81 H -3.62261 0.61787 -0.61717  C75 1.090
82 H -3.17026 1.72144 0.77808  C75 1.090
83 H -4.79113 0.97371 0.62501  C75 1.090
84 H -3.84268 -1.52060 -0.08905  O76 0.960
85 C 3.59000 1.64943 6.48246  C86 1.536, H89 1.090, H90 1.090, H91 1.090
86 C 2.33777 2.51229 6.70030  C85 1.536, C87 1.527, O88 1.438, H92 1.090
87 C 1.14491 1.81728 7.35299  C86 1.527, H93 1.090, H94 1.090, H95 1.090
88 O 2.74257 3.51609 7.64724  C86 1.438, H96 0.960
89 H 3.25714 0.79415 5.89442  C85 1.090
90 H 3.98605 1.18396 7.38500  C85 1.090
91 H 4.38712 2.11969 5.90666  C85 1.090
92 H 2.12315 3.04791 5.77555  C86 1.090
93 H 0.31038 2.51423 7.42986  C87 1.090
94 H 1.29743 1.50914 8.38734  C87 1.090
95 H 0.74440 0.96439 6.80501  C87 1.090
96 H 3.49250 3.96726 7.25270  O88 0.960
97 C 9.39851 -3.27084 1.13734  C98 1.538, H101 1.090, H102 1.090, H103 1.090
98 C 8.24235 -2.52371 1.82370  C97 1.538, C99 1.470, O100 1.396, H104 1.090
99 C 7.52997 -1.67397 0.85887  C98 1.470, H105 1.090, H106 1.090, H107 1.090
100 O 7.37703 -3.42647 2.44486  C98 1.396, H108 0.960
101 H 9.95835 -2.51408 0.58781  C97 1.090
102 H 9.06122 -4.03725 0.43951  C97 1.090
103 H 10.07898 -3.75449 1.83816  C97 1.090
104 H 8.67136 -1.94135 2.63911  C98 1.090
105 H 8.17837 -0.87437 0.50065  C99 1.090
106 H 6.66624 -1.14555 1.26240  C99 1.090
107 H 7.18481 -2.26331 0.00938  C99 1.090
108 H 6.85723 -3.90640 1.79596  O100 0.960
109 C 0.70713 -7.67357 -1.11931  C110 1.487, H113 1.090, H114 1.090, H115 1.090
110 C 2.13213 -7.67803 -0.69470  C109 1.487, C111 1.578, O112 1.401, H116 1.090
111 C 3.14904 -8.23429 -1.76497  C110 1.578, H117 1.090, H118 1.090, H119 1.090
112 O 2.54400 -6.42837 -0.21391  C110 1.401, H120 0.960
113 H 0.76530 -6.97311 -1.95242  C109 1.090
114 H -0.03893 -7.38236 -0.37993  C109 1.090
115 H 0.43074 -8.64048 -1.53978  C109 1.090
116 H 2.23236 -8.36742 0.14362  C110 1.090
117 H 4.18241 -8.38455 -1.45243  C111 1.090
118 H 3.19816 -7.53117 -2.59642  C111 1.090
119 H 2.77962 -9.20744 -2.08838  C111 1.090
120 H 1.91699 -6.11138 0.44029  O112 0.960
121 C -5.11220 -1.94551 9.18790  O122 1.401, H123 1.090, H124 1.090, H125 1.090
122 O -5.03679 -1.06429 10.27499  C121 1.401, H126 0.960
123 H -4.66446 -2.92566 9.35201  C121 1.090
124 H -6.16338 -2.02888 8.91191  C121 1.090
125 H -4.70912 -1.54639 8.25713  C121 1.090
126 H -4.91582 -1.50562 11.11891  O122 0.960

Its net charge is 0. The HOMO energy comes out at -9.6 eV. As for the SMILES: NC(N)=O.NC(N)=O.NC(N)=O.CC(C)O.CC(C)O.CC(C)O.CC(C)O.CC(C)O.CC(C)O.CC(C)O.CC(C)O.CO. For the frontier orbital gap, the calculation gives 9.591 eV. The value obtained for the relative energy (zero: lowest compared OMol25 entry of this formula, charge and spin) is 3.308 eV.